The following is a DFT calculation (ωB97M-V/def2-TZVPD) of a molecular structure, C37H23Br4N9O2ReS.

The calculation puts the energy relative to the best compared isomer or geometry (same formula, charge and spin) at 0.00 kJ/mol. The expectation value of S² is 0.909. As for the calculated total energy: -12839.6480 Ha. The HOMO energy (spin up / spin down) comes out at -7.1 / -7.2 eV. Its spin multiplicity is 2. The LUMO energy (spin up / spin down) is -1.59 / -1.56 eV.

```
77
C37H23Br4N9O2ReS, DFT ωB97M-V/def2-TZVPD
H -4.4632 -0.0901 2.7559
H 4.9672 -0.2693 -1.1762
C -7.0237 -5.5788 0.1513
C -1.2627 1.9940 2.4980
H 3.3287 0.4406 4.3673
C -6.5882 -5.0821 -1.0691
N -2.6501 -3.2589 0.8841
H 0.9183 -2.6725 -0.0073
C 1.7495 -0.3036 3.1363
Br 1.9941 1.2377 -4.3988
C 2.3464 -1.2387 5.2718
H 4.8998 -2.7394 -1.5307
C 2.9913 -0.1570 -0.4245
Br 0.1808 3.5608 -6.0263
C 0.0427 1.5351 -2.4180
C -3.5582 0.4998 2.7344
N -0.0961 -1.2205 1.8068
Br -3.4197 3.5539 -1.5423
H 1.0383 5.5568 2.6107
C -6.2352 -5.4061 1.2820
H -3.9418 1.6071 4.5431
C -1.6838 -2.3686 0.6869
N 1.8504 -0.8312 -0.1265
C -5.3804 -4.4097 -1.1596
C 2.8959 -2.9013 -0.7501
N -1.4943 0.9969 1.6217
C 0.7401 -1.2431 2.9906
C 1.8385 -2.1781 -0.2720
H -2.8707 -0.3497 0.9025
H -5.0394 -4.0206 -2.1123
C 1.3430 -2.1894 5.1187
N -3.4196 -3.4850 -0.1385
C 2.9462 5.9413 1.6597
C -2.1425 2.2158 3.5636
H 4.8179 6.0546 0.6209
H -0.2261 -2.9434 3.8721
C -2.6590 0.3294 1.7111
H -4.4067 -4.5841 2.0792
H 4.6880 3.7233 -0.2668
H -7.9722 -6.0941 0.2212
O -1.3821 1.4651 -0.6344
N 3.2110 1.1896 -0.2506
C -5.0267 -4.7329 1.2064
C 4.0949 -0.8568 -0.9324
C 0.7624 2.8249 1.6128
N -0.9450 -2.1657 1.8036
C 3.9033 4.1349 0.3540
S -1.3477 -1.5731 -0.8162
C 1.8333 5.1733 1.9849
C -0.3583 2.9336 -4.3327
O 0.7259 0.6851 -1.6684
Br -2.5520 4.7574 -4.5600
H 1.1783 -2.9324 5.8882
N -0.2516 2.9314 2.3767
H 2.9643 -1.2341 6.1601
N 1.1693 1.7371 0.8690
C 4.0516 -2.2130 -1.1123
C 2.5468 -0.3021 4.2731
H 2.8063 -3.9718 -0.8618
C 3.9649 5.4310 0.8547
C -1.8863 2.9511 -2.4599
H -1.9038 3.0238 4.2395
H 1.9203 0.4320 2.3677
H -3.2308 -2.9911 -1.0099
C 0.5470 -2.2002 3.9883
C 2.4120 1.9955 0.3435
C -1.1131 1.9978 -1.8223
C 2.7880 3.3883 0.6749
Re -0.0015 0.1880 0.1603
C 1.7769 3.8950 1.4689
C -3.2683 1.4455 3.7115
C 0.4141 1.9698 -3.6764
H -6.5684 -5.7888 2.2379
H -7.1942 -5.2101 -1.9561
H 3.0251 6.9521 2.0381
C -4.6111 -4.2264 -0.0183
C -1.5088 3.4302 -3.7187
```

---

The following is a DFT calculation (ωB97M-V/def2-TZVPD) of a molecular structure, C37H23CdF4N9O3S.

The calculation puts the energy relative to the best compared isomer or geometry (same formula, charge and spin) at 145.38 kJ/mol. As for the calculated total energy: -3107.4330 Ha. The HOMO energy comes out at -7.2 eV. The LUMO energy is -1.67 eV.

```
78
C37H23CdF4N9O3S, DFT ωB97M-V/def2-TZVPD
H -3.3533 -3.7181 5.1935
C -3.7725 -4.0817 3.1325
C -1.0233 0.4591 -6.4048
C -0.7635 -0.7291 -3.0464
C -1.7554 -1.4870 5.0060
H -0.0313 -2.4342 -7.3564
C -0.2274 3.7317 -3.0028
C -1.1597 3.1829 -0.7726
C 4.8070 -0.8083 4.0794
H -0.0487 -2.6805 -2.6422
C 2.8958 -0.6544 2.5431
H -0.1206 0.7853 7.5957
C -1.9327 -1.7850 6.3500
H 4.3736 -1.6721 4.5855
F -0.1913 4.7171 -3.8977
C -3.5600 -3.6452 1.8376
H 4.5035 -2.0279 0.8522
C -0.4660 0.3453 5.5267
H -1.4694 -1.1807 8.3520
N 0.8524 3.3030 -6.7967
O -0.0887 2.6626 -7.6750
C -3.1798 -3.3975 4.1778
N -1.1043 0.3878 -5.0958
C -1.3433 -0.9661 7.2989
N -3.3098 5.5074 0.9730
C 0.4202 2.5850 -3.2360
C -1.0653 0.5878 -2.4225
C -0.3565 -1.5404 -0.7918
C 0.9241 2.8564 -5.6605
C -1.8925 3.4264 0.4376
H 6.0818 0.3882 1.9564
N -1.0365 -0.4384 4.6174
C -0.3676 -1.7208 -2.2572
H -2.3373 0.7903 -0.5786
C -0.5962 0.1229 6.8866
N 2.6901 0.2258 -4.7161
H 0.0255 -2.3667 -0.1948
C 0.1730 1.5144 -2.2343
C 2.0294 1.1558 -4.5784
H -2.5182 -2.6351 6.6656
H -0.1200 -2.8038 -4.8965
H -4.0177 -4.1354 0.9902
O -2.2380 1.8514 -8.2654
H -4.4016 -4.9394 3.3316
C -1.8392 2.4339 1.4150
C -2.6615 4.5878 0.7214
F 1.3076 0.7513 -2.0334
H 0.1151 1.1762 5.1455
C -0.3977 -1.8493 -5.3195
C -1.0176 4.0165 -1.8192
H -1.8262 1.1422 -2.9683
H 4.3846 -2.9214 2.3741
N -0.6542 -0.4736 -7.2566
N -1.7425 1.5823 2.2001
H 4.6764 0.5193 0.8818
C 4.3644 -0.7600 2.6122
Cd -0.3566 -0.2351 2.2727
F -1.6015 5.2259 -1.8255
H 5.8957 -0.8800 4.1396
F 0.5578 1.8602 0.1526
C -2.3760 -2.2980 3.9073
C -0.7723 -0.7710 -4.5308
C 1.6874 -0.5679 2.4823
C 4.8162 -2.0402 1.8971
H 4.4898 0.0921 4.6072
H 4.6888 1.3816 2.4225
H -2.5464 -2.1612 0.6586
C -0.3996 1.8790 -0.8365
H 5.9051 -2.1233 1.9327
C 1.1170 2.2777 -4.4887
C 4.9919 0.4602 1.9240
N -0.8038 -0.5369 -0.1509
C -2.7383 -2.5490 1.6495
C -0.3467 -1.6434 -6.6871
O -1.9027 2.8973 -6.0081
N -2.1480 -1.8968 2.6503
S -1.4812 2.0751 -7.0879
C -1.3136 0.6096 -0.9006
```

---

The following is a DFT calculation (ωB97M-V/def2-TZVPD) of a molecular structure, C37H25BrCl3CoF10GeNP2Te.

The calculation puts the energy relative to the best compared isomer or geometry (same formula, charge and spin) at 98.99 kJ/mol. The expectation value of S² is 6.295. The charge is +1. As for the calculated total energy: -10843.4104 Ha. The HOMO energy (spin up / spin down) comes out at -11.6 / -11.7 eV. Its spin multiplicity is 5. The LUMO energy (spin up / spin down) is -4.84 / -5.67 eV.

```
82
C37H25BrCl3CoF10GeNP2Te, DFT ωB97M-V/def2-TZVPD
H 3.1907 -5.3418 3.1060
C 1.2073 -0.1445 2.9549
H -2.7278 -2.1343 -4.6212
F -2.0197 0.3158 2.6810
F 3.8054 -0.0685 3.7028
P -2.6484 -0.5573 1.4643
C -3.3623 4.9733 0.5646
H -2.6324 -4.1130 -6.0928
H 0.0862 1.5625 6.2266
C 2.4637 -4.7844 2.5309
H -2.6530 7.6173 3.2946
C -4.2135 6.0508 0.7263
H -3.5597 4.2222 -0.1896
C -1.9969 5.7980 2.3890
H -0.3247 -0.8442 5.8829
C -2.2496 4.8489 1.3960
C -3.3135 1.5849 -2.9155
C 2.5961 -3.4117 2.4030
C 5.7019 0.0476 2.3849
C 3.5827 -0.6292 1.4050
C 0.6130 -3.3696 1.0241
F 7.6436 0.0920 1.0705
Te -0.9177 3.2614 1.1728
H -5.0786 6.1544 0.0858
H 1.3092 -6.5180 2.0264
C 0.5624 -0.8843 3.9370
C 6.3509 -0.1433 1.1775
H -3.9313 2.9058 -4.4879
Cl -0.2785 3.0810 -1.8143
H 1.9708 1.7868 2.3920
C 1.6614 -2.6991 1.6566
F 6.3795 0.4485 3.4471
H -0.8551 0.1147 -5.5096
C 0.4821 -4.7406 1.1652
Cl 2.0830 1.4531 -3.5367
C -2.3814 1.5751 -5.1333
H -2.3484 1.9726 -6.1383
P 1.7625 -0.9015 1.4063
F -3.9969 -0.7775 2.2226
C 0.5739 -4.1070 -4.9986
H 0.3695 -1.9379 3.7862
C -1.7466 -3.7957 -5.5602
C 1.0160 1.8344 4.3137
H -0.5207 -5.3736 -6.3355
C 5.6306 -0.6164 0.0909
C 1.4073 -5.4463 1.9205
H -0.1047 -2.8136 0.4260
H 3.4238 -2.8993 2.8770
C -1.5465 0.5272 -4.7865
C 4.2751 -0.8521 0.2134
H -0.3349 -5.2600 0.6832
C 4.3411 -0.2042 2.4924
F -1.9322 -1.8519 2.0500
H -2.5055 0.1360 -1.5554
C -3.9588 7.0040 1.7044
F -3.1103 -1.3489 0.1692
H -4.6214 7.8504 1.8204
C -2.4600 0.5573 -2.5490
F -3.1556 0.8424 0.7988
N -0.0458 -1.1546 -2.0517
C 0.1619 -0.2642 5.1110
C -2.8521 6.8754 2.5337
C -0.6673 -2.2911 -4.0323
F 6.2508 -0.8517 -1.0565
C -0.5604 -4.5043 -5.6934
C -1.8029 -2.6827 -4.7387
C -0.7226 -1.1282 -3.1170
H 1.3988 -2.6825 -3.6147
C 0.3894 1.0893 5.3025
H 1.2175 2.8877 4.4678
Co 0.6189 -0.6637 -0.5597
H -1.1360 5.6915 3.0367
C -1.5870 0.0184 -3.4890
F -1.1223 -0.2381 0.5952
H -4.0148 1.9771 -2.1910
C -3.2701 2.0986 -4.2026
Cl 2.7020 2.3953 -0.3174
Br 3.3896 -1.5846 -1.2854
Ge 1.2096 1.4058 -1.5886
C 0.5224 -3.0093 -4.1585
H 1.4999 -4.6560 -5.1022
C 1.4170 1.2234 3.1336
```

---

- Look up the calculated total energy of the first one.
  -12839.6480 Ha

---

- energy relative to the best compared isomer or geometry (same formula, charge and spin) of number 3 (C37H25BrCl3CoF10GeNP2Te)?
  98.99 kJ/mol

---

- Among the records above, which one has the lowest energy relative to the best compared isomer or geometry (same formula, charge and spin)?
  C37H23Br4N9O2ReS